C22H25FN2O3 | the ωB97M-V functional and the def2-TZVPD basis

Last column: Mulliken charge in e.
Geometry (Å):
C  2.732  -3.848  -3.205  -0.8806
O  2.832  -3.408  -1.869  -0.4552
C  2.169  -2.274  -1.405  0.5062
C  1.664  -1.367  -2.268  -0.2741
C  1.203  -0.159  -1.840  -1.1432
C  1.285  -0.129  -0.315  0.5192
C  2.023  -1.141  0.541  -1.2139
C  2.326  -2.149  -0.212  0.0401
H  2.846  -2.925  0.400  0.2390
H  1.910  -0.852  1.540  0.7055
N  0.380  0.858  0.308  -0.2933
H  0.433  0.831  1.172  0.4070
C  0.911  2.475  -0.294  -1.1815
H  1.108  2.263  -1.136  2.4152
C  -0.552  3.193  -0.289  -1.6943
N  -0.930  3.169  1.241  -0.0815
C  -1.803  2.563  1.807  0.9716
O  -2.145  2.589  2.995  -0.7284
C  -2.863  1.559  0.934  0.1020
H  -2.146  1.128  0.124  -0.2558
C  -3.037  0.219  1.634  -1.0791
C  -1.806  -0.878  1.813  0.4946
O  -1.032  -0.689  2.643  -0.5340
C  -1.634  -1.771  0.709  0.5104
C  -2.592  -1.466  -0.796  -1.0241
C  -2.150  -2.293  -1.636  -0.6552
C  -1.023  -3.298  -1.533  0.7344
C  -0.686  -3.586  -0.279  -0.8928
C  -0.667  -2.778  0.775  -0.2307
H  -0.192  -2.773  1.739  0.5754
H  0.061  -4.394  -0.214  0.2551
F  -0.952  -4.176  -2.659  -0.3899
H  -2.649  -2.248  -2.578  0.4057
H  -2.959  -0.664  -0.821  0.8451
H  -3.148  0.523  2.738  0.5154
H  -4.068  -0.358  1.429  0.2702
H  -3.732  2.048  0.487  0.3852
C  -0.053  3.939  2.238  -1.6780
C  1.200  3.320  2.124  -0.6996
C  1.753  2.899  0.770  -1.4099
H  2.824  2.520  0.963  0.3494
H  2.120  3.791  0.389  0.5748
H  1.991  3.906  2.648  0.4915
H  1.250  2.425  2.630  0.4173
H  -0.644  4.062  2.894  1.0316
H  -0.006  5.207  1.617  0.2596
H  -1.163  2.778  -0.776  0.8783
H  -0.212  4.307  -0.481  0.3575
H  0.468  0.436  -2.372  0.3720
H  1.560  -1.722  -3.341  0.2267
H  1.591  -3.918  -3.599  0.1910
H  3.142  -3.095  -3.967  0.2953
H  3.060  -4.651  -3.414  0.4532

Summary:
Molecular weight, g mol⁻¹: 384.5
Calculated total energy, hartree: -1287.71717
Relative energy (zero: lowest compared OMol25 entry of this formula, charge and spin), kcal/mol: 467.6
Total charge: 0
Spin multiplicity: 1

---

C22H25FNOY | the ωB97M-V functional and the def2-TZVPD basis

Last column: Mulliken charge in e.
Geometry (Å):
C  2.484  0.135  3.775  -0.7323
C  2.347  -0.544  2.512  -0.9347
C  2.077  0.438  1.518  0.4662
H  2.567  -1.595  2.295  0.4986
C  1.926  1.698  2.156  -0.5351
C  2.186  1.529  3.554  -0.9158
H  1.775  2.643  1.614  0.4312
C  -1.502  -1.846  3.334  -1.4137
C  -0.253  -2.247  2.743  -1.0199
C  -0.343  -2.023  1.344  -0.3909
H  0.566  -2.752  3.259  0.5313
C  -1.618  -1.483  1.063  0.0628
C  -2.260  -1.227  2.301  -0.4459
H  2.082  0.283  0.441  0.3214
H  2.200  2.335  4.307  0.4122
H  2.816  -0.316  4.724  0.5115
H  -3.248  -0.754  2.385  0.4346
H  0.379  -2.302  0.575  0.4617
H  -1.819  -2.034  4.366  0.5588
Y  0.027  0.159  3.752  1.6933
C  -2.297  -1.474  -0.285  2.3759
C  -3.697  -2.098  -0.120  -1.6963
C  -1.540  -2.365  -1.297  -2.1636
H  -3.601  -3.150  0.189  0.3943
H  -4.227  -2.091  -1.083  0.4632
H  -4.318  -1.577  0.620  0.3358
H  -1.487  -3.397  -0.926  0.5193
H  -0.528  -1.978  -1.460  0.3219
H  -2.066  -2.362  -2.260  0.3721
C  -2.440  -0.019  -0.794  -1.2965
C  -1.164  0.519  -1.430  0.5951
H  -2.765  0.655  0.025  0.3398
H  -3.248  0.026  -1.550  0.4507
O  -0.046  -0.009  -1.295  -0.4165
N  -1.403  1.582  -2.248  -0.2112
C  -0.364  2.557  -2.585  -1.0131
H  -2.360  1.867  -2.354  0.3075
C  0.995  1.974  -2.736  0.8540
C  2.064  2.638  -2.134  -0.5050
H  1.841  3.547  -1.565  0.3018
C  3.362  2.107  -2.219  -0.6033
H  4.180  2.607  -1.672  0.3503
C  3.568  0.921  -2.939  -0.3839
H  4.584  0.511  -3.026  0.3495
C  2.498  0.286  -3.594  -0.6676
H  2.652  -0.664  -4.119  0.3746
C  1.219  0.845  -3.528  -0.0628
H  0.383  0.362  -4.033  0.3076
H  -0.292  3.286  -1.778  0.3225
H  -0.702  3.055  -3.500  0.3343
F  -1.187  1.737  3.680  -0.6456

Summary:
Molecular weight, g mol⁻¹: 427.4
Calculated total energy, hartree: -1121.54491
Relative energy (zero: lowest compared OMol25 entry of this formula, charge and spin), kcal/mol: 13.8
Total charge: 0
Spin multiplicity: 1

---

C22H25IIrN9OPS3 | the ωB97M-V functional and the def2-TZVPD basis

Last column: Mulliken charge in e.
Geometry (Å):
Ir  0.632  -0.011  -1.097  2.5423
C  -1.136  4.411  1.962  -0.8642
N  -0.242  3.602  1.137  0.1729
C  0.978  3.993  0.672  -0.6779
C  1.470  2.949  -0.052  -0.4649
N  0.561  1.928  -0.028  -0.1122
C  -0.467  2.342  0.694  -0.0096
P  -2.007  1.470  1.031  -0.4940
C  -1.296  -0.142  1.417  -0.3942
N  -0.387  -0.796  0.699  -0.0397
C  -0.262  -2.037  1.253  -0.7892
C  -1.120  -2.140  2.301  -1.1451
N  -1.767  -0.940  2.396  0.2750
C  -2.780  -0.590  3.388  -0.8558
C  -2.350  0.992  -0.680  -0.0397
N  -1.444  0.625  -1.576  0.1161
C  -2.117  0.369  -2.737  -0.4942
C  -3.447  0.566  -2.528  -0.6809
N  -3.585  0.952  -1.225  0.2782
C  -4.845  1.181  -0.528  -0.8208
H  -0.661  5.367  2.158  0.3442
H  -1.334  3.916  2.911  0.3346
H  -2.079  4.585  1.449  0.3382
H  1.398  4.962  0.877  0.4757
H  2.406  2.874  -0.574  0.2684
H  0.420  -2.778  0.883  0.8968
H  -1.326  -2.967  2.958  0.5595
H  -2.726  -1.290  4.215  0.3482
H  -3.777  -0.633  2.952  0.3084
H  -2.601  0.415  3.761  0.3738
H  -1.606  0.081  -3.633  0.3734
H  -4.287  0.459  -3.192  0.4660
H  -5.661  1.105  -1.240  0.3497
H  -4.860  2.167  -0.069  0.3270
H  -4.992  0.426  0.244  0.3183
S  -0.731  -4.529  -0.924  -0.0422
C  -1.021  -2.992  -1.483  0.1304
S  -2.584  -2.594  -1.049  -0.0994
S  0.090  -2.056  -2.423  -0.2816
N  0.872  0.006  -5.626  -0.3586
C  1.312  0.256  -4.393  0.6070
O  0.582  0.681  -3.497  -0.4639
C  2.786  -0.043  -4.182  -1.0497
I  3.417  0.788  -2.336  0.1619
H  -0.089  0.189  -5.866  0.2453
H  1.476  -0.337  -6.353  0.2094
H  3.402  0.401  -4.959  0.5561
H  2.953  -1.117  -4.144  0.4219
N  3.365  -3.034  0.325  0.0065
C  2.705  -2.348  -0.620  -0.8064
N  2.151  -1.259  -0.139  0.2905
C  2.500  -1.199  1.211  0.6156
C  2.243  -0.234  2.183  -0.2053
C  2.719  -0.473  3.454  -0.8144
C  3.421  -1.648  3.767  -0.6122
C  3.703  -2.597  2.808  -1.0255
C  3.247  -2.337  1.519  0.5505
H  3.877  -3.890  0.183  0.2539
H  2.645  -2.669  -1.646  0.5483
H  1.696  0.665  1.931  0.2342
H  2.548  0.256  4.235  0.4716
H  3.758  -1.805  4.782  0.4240
H  4.260  -3.494  3.044  0.4477

Summary:
Molecular weight, g mol⁻¹: 877.8
Calculated total energy, hartree: -3358.90172
Relative energy (zero: lowest compared OMol25 entry of this formula, charge and spin), kcal/mol: 60.0
Total charge: +2
Spin multiplicity: 2

---

C22H25IrN3O6S | the ωB97M-V functional and the def2-TZVPD basis

Last column: Mulliken charge in e.
Geometry (Å):
Ir  0.841  1.144  -0.015  0.9314
O  2.811  0.880  0.574  -0.8421
C  3.204  0.659  1.779  0.4829
C  4.507  1.097  2.150  -0.4472
C  5.020  0.906  3.408  -0.3990
C  4.271  0.254  4.394  -0.7806
C  3.016  -0.204  4.061  -0.8366
C  2.467  -0.036  2.784  0.2362
C  1.167  -0.617  2.485  0.8753
N  0.404  -0.376  1.431  -0.1680
C  -0.724  -1.154  1.545  0.5658
C  -0.651  -1.887  2.683  -1.0510
N  0.551  -1.543  3.269  -0.0681
H  5.078  1.606  1.383  0.4135
H  6.013  1.276  3.641  0.3635
H  4.661  0.118  5.394  0.3697
H  2.430  -0.695  4.833  0.3002
H  -1.489  -1.119  0.790  -0.5640
H  -1.317  -2.609  3.119  0.4394
H  0.936  -1.938  4.105  0.1648
C  1.130  -3.178  -0.906  -1.3792
C  -0.190  -2.728  -1.464  0.8309
C  -0.278  -1.525  -2.156  -0.2262
C  -1.501  -1.059  -2.614  -0.0918
C  -2.647  -1.800  -2.375  -0.2455
C  -2.583  -3.012  -1.695  -0.7202
C  -1.354  -3.470  -1.251  -0.6207
S  -4.220  -1.136  -2.823  1.2057
O  -5.142  -2.216  -3.059  -0.7499
O  -3.998  -0.145  -3.834  -0.6804
N  -4.779  -0.395  -1.460  -0.3924
C  -3.844  0.364  -0.598  0.3717
C  -3.334  1.669  -1.196  -0.6114
C  -1.971  2.095  -0.627  0.4073
O  -1.756  3.270  -0.373  -0.7237
O  -1.157  1.097  -0.530  -0.6462
H  1.948  -2.924  -1.579  0.3505
H  1.142  -4.253  -0.724  0.4292
H  1.325  -2.664  0.039  0.0991
H  0.607  -0.912  -2.280  0.2584
H  -1.570  -0.110  -3.124  0.5023
H  -3.486  -3.586  -1.530  0.4418
H  -1.294  -4.413  -0.720  0.3593
H  -5.321  -1.079  -0.948  0.3391
H  -2.987  -0.258  -0.339  -0.4882
H  -4.397  0.570  0.319  0.4089
H  -4.050  2.478  -1.059  0.3915
H  -3.190  1.545  -2.271  0.1441
C  2.446  3.958  0.153  -0.5830
O  1.986  3.577  -1.143  -0.4033
C  1.213  2.477  -1.266  0.4590
C  0.692  2.472  -2.683  -0.6979
H  3.514  3.753  0.230  0.1934
H  1.903  3.411  0.920  0.2592
H  2.267  5.030  0.253  0.2946
H  0.835  3.433  -3.180  0.3077
H  -0.366  2.215  -2.677  0.0322
H  1.212  1.693  -3.246  0.1879

Summary:
Molecular weight, g mol⁻¹: 651.7
Calculated total energy, hartree: -1971.65052
Relative energy (zero: lowest compared OMol25 entry of this formula, charge and spin), kcal/mol: 2.0
Total charge: -1
Spin multiplicity: 1

---

C22H25N10O2SSn | the ωB97M-V functional and the def2-TZVPD basis

Last column: Mulliken charge in e.
Geometry (Å):
Sn  -0.517  -0.133  -0.171  1.1235
N  -4.436  1.951  -0.339  -0.0235
C  -3.691  3.118  -0.415  0.6816
C  -4.060  4.453  -0.538  -1.1937
C  -3.036  5.370  -0.633  -0.5345
C  -1.691  4.971  -0.602  -0.8054
C  -1.338  3.644  -0.474  -0.2051
C  -2.363  2.707  -0.379  -0.0077
N  -2.327  1.305  -0.265  -0.1337
C  -3.601  0.906  -0.269  0.3020
C  -4.043  -0.480  -0.230  -0.0202
C  -5.328  -0.933  -0.205  -0.3427
S  -5.348  -2.630  -0.189  -0.0367
C  -3.643  -2.637  -0.215  -0.2335
N  -3.084  -1.462  -0.237  0.0606
H  -5.442  1.903  -0.335  0.2750
H  -5.098  4.761  -0.561  0.4303
H  -3.272  6.419  -0.750  0.4178
H  -0.922  5.729  -0.691  0.4580
H  -0.314  3.318  -0.479  0.6721
H  -6.252  -0.371  -0.192  0.3477
H  -3.084  -3.563  -0.215  0.3734
N  0.115  1.706  4.017  0.1045
C  -0.302  0.808  3.125  -0.3793
N  0.247  1.072  1.952  0.2797
C  1.012  2.184  2.209  0.0622
N  0.943  2.584  3.454  -0.5353
C  1.839  2.972  1.286  0.2997
C  2.228  4.272  1.617  -0.3309
N  2.961  5.026  0.813  -0.4356
C  3.337  4.533  -0.366  -0.4510
C  3.002  3.249  -0.743  -0.0788
N  2.285  2.509  0.109  0.2416
H  -0.113  1.783  4.999  0.2232
H  -0.980  -0.003  3.347  0.5259
H  1.926  4.685  2.571  0.5416
H  3.935  5.160  -1.013  0.4265
H  3.297  2.779  -1.669  0.4695
C  3.634  -4.065  -1.083  -0.7910
C  2.931  -2.690  -0.946  -0.5263
N  1.497  -2.863  -0.682  0.0241
C  0.894  -3.636  -1.775  -0.4119
C  1.514  -5.054  -1.856  -0.6851
N  2.603  -5.127  -0.825  -0.0726
C  2.024  -4.958  0.549  -0.7900
C  1.319  -3.577  0.586  -0.4377
H  4.440  -4.193  -0.364  0.3777
H  4.043  -4.227  -2.078  0.3264
H  3.052  -2.111  -1.860  0.4916
H  3.368  -2.115  -0.132  0.3415
H  1.053  -3.096  -2.707  0.4777
H  -0.181  -3.701  -1.609  0.2203
H  1.953  -5.256  -2.830  0.3292
H  0.792  -5.838  -1.639  0.3646
H  3.050  -6.041  -0.885  0.3211
H  2.836  -5.025  1.269  0.3389
H  1.338  -5.780  0.735  0.3576
H  1.734  -2.968  1.388  0.4198
H  0.254  -3.696  0.776  0.3540
O  2.079  1.198  -0.236  -0.0417
O  0.929  1.151  -1.117  -0.5570

Summary:
Molecular weight, g mol⁻¹: 612.3
Calculated total energy, hartree: -2162.88063
Relative energy (zero: lowest compared OMol25 entry of this formula, charge and spin), kcal/mol: 0.0
Total charge: +3
Spin multiplicity: 1

---

C22H25N3O3Rb | the ωB97M-V functional and the def2-TZVPD basis

Last column: Mulliken charge in e.
Geometry (Å):
C  -2.308  -4.480  -2.400  -1.1184
C  -1.543  -5.570  -2.815  1.4502
H  -3.402  -4.674  -2.426  0.2125
H  -1.922  -3.397  -2.389  0.4086
C  -0.128  -5.604  -2.535  0.9441
C  0.421  -4.559  -1.824  -1.2194
H  -0.022  -3.518  -1.904  0.1117
H  1.443  -4.664  -1.410  0.2336
C  -2.164  -6.713  -3.621  -1.4083
H  -3.258  -6.579  -3.638  0.3828
H  -1.926  -7.713  -3.215  0.3251
H  -1.787  -6.729  -4.663  0.3132
C  0.782  -6.685  -3.099  -1.4194
H  0.712  -6.691  -4.206  0.3074
H  0.501  -7.689  -2.728  0.3161
H  1.822  -6.447  -2.805  0.3718
Rb  0.038  2.344  -0.312  0.9422
O  -0.350  -0.536  -0.441  -0.6450
C  -0.227  -1.538  0.267  0.8005
O  1.344  0.790  1.249  -0.5740
C  1.264  -0.276  1.847  0.3062
O  1.817  -0.513  3.044  -0.3383
N  0.616  -1.467  1.404  0.2963
C  1.502  -1.873  3.492  -0.3263
C  0.710  -2.546  2.394  -0.4762
H  0.940  -1.748  4.427  0.2612
H  2.482  -2.327  3.682  0.2739
H  -0.296  -2.871  2.723  0.3404
H  1.284  -3.413  2.018  0.2663
C  -0.864  -2.859  0.112  -0.4513
C  -2.106  -3.005  -0.493  -1.2638
H  -0.186  -3.709  0.363  0.4504
H  -2.405  -2.216  -1.199  0.4798
H  -3.005  -3.452  -0.044  0.3602
C  3.554  6.197  -0.733  -0.5352
C  3.018  7.381  -0.233  -0.4579
C  1.787  7.332  0.441  -0.4320
C  1.111  6.090  0.586  0.3470
N  1.629  4.961  0.053  -0.0547
C  2.823  5.008  -0.554  -0.2196
C  -0.172  5.954  1.345  0.3448
C  -0.774  7.040  2.026  -0.4186
C  -1.954  6.843  2.758  -0.4610
C  -2.500  5.561  2.817  -0.5943
C  -1.842  4.529  2.118  -0.1270
N  -0.735  4.722  1.389  -0.0107
H  4.509  6.160  -1.252  0.3703
H  3.542  8.330  -0.350  0.4233
H  1.334  8.228  0.866  0.2496
H  3.224  4.055  -0.921  0.3330
H  -0.283  8.014  1.974  0.2203
H  -2.420  7.678  3.276  0.4325
H  -3.397  5.335  3.379  0.3723
H  -2.238  3.505  2.157  0.3038

Summary:
Molecular weight, g mol⁻¹: 464.9
Calculated total energy, hartree: -1267.11214
Total charge: +1
Spin multiplicity: 1